DFT (ωB97M-V/def2-TZVPD) results for a structure of composition C28H32N7O8S4Tl in a non-equilibrium geometry.

Computed properties:
Highest occupied orbital energy in eV: -2.88
Charge: -2
Spin multiplicity: 1
HOMO-LUMO gap in eV: 6.56

Geometry (Å):
Tl (-0.503, 0.188, -0.167)
C (-2.952, -5.712, -2.530)
C (-3.086, -4.212, -2.466)
C (-4.324, -3.609, -2.286)
C (-4.452, -2.225, -2.250)
C (-3.332, -1.426, -2.399)
C (-2.084, -2.016, -2.573)
C (-1.963, -3.395, -2.600)
S (-3.470, 0.366, -2.353)
O (-2.544, 0.820, -3.374)
O (-4.885, 0.619, -2.581)
N (-2.955, 0.847, -0.965)
C (-3.862, 0.653, 0.172)
C (-3.634, -0.686, 0.889)
O (-4.581, -1.463, 1.060)
O (-2.429, -0.906, 1.272)
H (-3.925, -6.196, -2.428)
H (-2.300, -6.086, -1.737)
H (-2.516, -6.027, -3.481)
H (-5.206, -4.231, -2.169)
H (-5.412, -1.752, -2.096)
H (-1.214, -1.387, -2.723)
H (-0.984, -3.846, -2.730)
H (-4.911, 0.733, -0.116)
H (-3.632, 1.448, 0.891)
N (-1.825, -3.669, 1.416)
C (-0.569, -3.889, 0.997)
N (0.366, -2.982, 0.980)
C (1.568, -3.505, 0.569)
C (1.578, -4.826, 0.262)
S (-0.009, -5.484, 0.496)
C (2.719, -2.592, 0.487)
C (4.013, -2.933, 0.706)
S (5.021, -1.535, 0.522)
C (3.582, -0.583, 0.168)
N (2.478, -1.271, 0.180)
N (3.651, 0.733, -0.072)
H (-2.096, -2.682, 1.526)
H (-2.547, -4.316, 1.151)
H (2.385, -5.415, -0.140)
H (4.417, -3.887, 1.002)
H (4.541, 1.196, -0.073)
H (2.823, 1.230, -0.466)
C (0.426, -1.100, 2.944)
C (1.249, 0.158, 2.963)
C (2.585, 0.141, 3.365)
C (3.354, 1.294, 3.346)
C (2.767, 2.487, 2.953)
C (1.427, 2.537, 2.583)
C (0.682, 1.370, 2.577)
S (3.749, 3.935, 2.769)
O (2.913, 5.075, 3.043)
O (5.004, 3.803, 3.468)
N (4.105, 3.814, 1.172)
C (2.981, 4.018, 0.244)
C (3.365, 3.819, -1.208)
C (2.114, 3.276, -1.946)
O (1.738, 3.856, -2.972)
O (1.598, 2.290, -1.335)
H (1.059, -1.987, 2.974)
H (-0.188, -1.151, 2.043)
H (-0.247, -1.130, 3.805)
H (3.037, -0.798, 3.660)
H (4.401, 1.280, 3.621)
H (0.974, 3.473, 2.282)
H (-0.347, 1.403, 2.237)
H (4.945, 4.349, 0.973)
H (2.513, 4.994, 0.401)
H (2.247, 3.252, 0.484)
H (4.141, 3.051, -1.285)
H (3.740, 4.727, -1.681)
C (-2.769, 4.104, -1.944)
C (-1.360, 3.560, -1.706)
C (-1.080, 3.363, -0.286)
N (-0.887, 3.159, 0.829)
H (-2.885, 4.344, -3.000)
H (-2.956, 5.004, -1.356)
H (-3.506, 3.345, -1.683)
H (-0.585, 4.207, -2.116)
H (-1.242, 2.589, -2.190)